[1]
This record from the OMol25 dataset describes an isolated molecule of H4NP3 at a distorted geometry. The level of theory is wB97M-V/def2-TZVPD.

```
8
Properties=species:S:1:pos:R:3:forces:R:3:mulliken_charge:R:1
H -0.104302 1.978137 -1.810072 0.06 -0.02 0.31 0.043
H -1.222692 -2.671983 0.633130 -0.03 -0.71 -0.65 0.065
H 1.923797 1.528788 -1.279911 -1.21 0.62 0.60 0.060
H 0.489121 -1.497409 1.120129 1.01 -0.51 -0.24 0.146
P -0.793661 -1.725378 1.534551 -0.66 0.06 1.64 -0.130
N 0.360180 0.506064 0.106383 -5.52 -2.69 1.06 -0.285
P -1.313007 -0.081150 0.286132 4.58 2.37 -1.08 0.202
P 0.660564 1.962930 -0.590343 1.76 0.88 -1.64 -0.102
```
Forces are in eV/Å.

## Properties
energy above the lowest of the compared OMol25 structures with the same formula, charge and spin	1.027	eV
lowest unoccupied orbital energy (spin up / spin down)	-1.3 / -1.3	eV
SMILES string	PN=P#[PH2]
HOMO level (spin up / spin down)	-8.4 / -8.4	eV
gap between HOMO and LUMO (spin up / spin down)	7.1 / 7.1	eV
charge	0

---

[2]
This record from the OMol25 dataset describes an isolated molecule of H4NPSi at a distorted geometry. The level of theory is wB97M-V/def2-TZVPD.

```
7
Properties=species:S:1:pos:R:3:forces:R:3:mulliken_charge:R:1
H -1.235330 -2.642798 0.642426 -0.79 -0.38 0.88 0.068
N -0.359853 -0.355663 0.560161 -0.27 -7.43 -2.68 -0.273
H 0.777180 1.754195 1.063366 0.94 -0.53 -1.01 -0.058
H 1.510665 0.720020 -1.343867 -0.57 0.17 0.77 -0.083
Si 0.502349 0.915552 -0.207181 -1.04 1.71 1.03 0.262
P -0.402529 -2.062060 -0.274493 1.10 6.41 1.98 0.139
H -0.792482 1.670754 -0.440412 0.62 0.04 -0.96 -0.055
```
Forces are in eV/Å.

## Properties
energy above the lowest of the compared OMol25 structures with the same formula, charge and spin	2.093	eV
lowest unoccupied orbital energy	-1.6	eV
SMILES string	[H]/P=N/[SiH3]
HOMO level	-9.5	eV
gap between HOMO and LUMO	7.9	eV
charge	0

---

[3]
This record from the OMol25 dataset describes a 2-piece molecular cluster, H4O2 overall. The level of theory is wB97M-V/def2-TZVPD.

```
6
Properties=species:S:1:pos:R:3:forces:R:3:lowdin_spin:R:1
O 0.984478 0.480611 0.269100 -0.20 -0.25 -0.12 0.465
H 1.039934 0.835879 1.186488 0.09 0.11 -0.05 0.165
O -1.348901 -0.740489 -0.705519 0.24 -0.02 0.11 0.163
H 1.343727 1.197777 -0.300052 0.10 0.10 0.16 0.156
H -1.499836 -1.455947 -0.081432 0.01 0.01 0.01 0.021
H -0.519402 -0.317831 -0.368586 -0.23 0.05 -0.11 0.031
```
Forces are in eV/Å.

## Properties
multiplicity	2
energy above the lowest of the compared OMol25 structures with the same formula, charge and spin	0.000	eV
lowest unoccupied orbital energy (spin up / spin down)	4.7 / 4.7	eV
HOMO level (spin up / spin down)	1.1 / -6.5	eV
gap between HOMO and LUMO (spin up / spin down)	3.6 / 11.2	eV
charge	-1
<S²>	0.751

---

[4]
This record from the OMol25 dataset describes a 2-piece molecular cluster, H4O2 overall at a distorted geometry. The level of theory is wB97M-V/def2-TZVPD.

```
6
Properties=species:S:1:pos:R:3:forces:R:3:mulliken_charge:R:1
H 0.459082 -1.685880 0.101592 -0.27 0.45 0.26 0.299
O 0.935855 -1.135951 -0.519810 0.30 1.99 -0.40 -0.658
H 0.723789 -0.150176 -0.380309 -0.07 -2.58 0.09 0.363
O -0.799634 1.086497 0.339435 -1.48 -0.11 1.30 -0.667
H -1.730297 0.758668 0.517952 1.66 0.51 -0.48 0.330
H -0.542335 1.473017 1.203769 -0.14 -0.26 -0.78 0.334
```
Forces are in eV/Å.

## Properties
energy above the lowest of the compared OMol25 structures with the same formula, charge and spin	0.235	eV
lowest unoccupied orbital energy	0.6	eV
SMILES string	O.O
HOMO level	-10.9	eV
gap between HOMO and LUMO	11.4	eV
charge	0

---

[5]
This record from the OMol25 dataset describes a 2-piece molecular cluster, H4O2 overall at a distorted geometry. The level of theory is wB97M-V/def2-TZVPD.

```
6
Properties=species:S:1:pos:R:3:forces:R:3:mulliken_charge:R:1
H -2.042319 0.589658 0.140753 0.59 -0.20 -0.21 0.306
H 1.526250 0.691622 -0.206344 -0.06 -0.02 -0.54 0.330
O 1.415852 -0.268640 -0.190114 -0.11 0.76 -0.22 -0.666
O -1.740524 -0.292942 -0.110020 0.47 -0.30 -0.20 -0.660
H 1.626786 -0.417130 0.725315 0.07 -0.70 0.71 0.330
H -0.786043 -0.302568 -0.359592 -0.96 0.46 0.45 0.360
```
Forces are in eV/Å.

## Properties
energy above the lowest of the compared OMol25 structures with the same formula, charge and spin	0.137	eV
lowest unoccupied orbital energy	0.6	eV
SMILES string	O.O
HOMO level	-11.1	eV
gap between HOMO and LUMO	11.7	eV
charge	0

---

[6]
This record from the OMol25 dataset describes a 2-piece molecular cluster, H4O2 overall at a distorted geometry. The level of theory is wB97M-V/def2-TZVPD.

```
6
Properties=species:S:1:pos:R:3:forces:R:3:mulliken_charge:R:1
H 1.065648 0.688987 0.005258 1.16 -1.26 -0.05 0.299
H -1.091091 -0.326662 0.780370 0.15 -0.48 1.14 0.348
O 1.609640 -0.145973 -0.044046 -0.89 1.51 0.15 -0.638
H -1.237954 0.744642 -0.217758 -0.22 0.30 -0.35 0.312
O -1.296351 -0.207794 -0.132965 -0.17 0.17 -0.76 -0.676
H 0.950107 -0.753198 -0.390861 -0.04 -0.24 -0.12 0.354
```
Forces are in eV/Å.

## Properties
energy above the lowest of the compared OMol25 structures with the same formula, charge and spin	0.230	eV
lowest unoccupied orbital energy	0.6	eV
SMILES string	O.O
HOMO level	-11.4	eV
gap between HOMO and LUMO	12.0	eV
charge	0

---

[7]
This record from the OMol25 dataset describes a 2-piece molecular cluster, H4O2 overall at a distorted geometry. The level of theory is wB97M-V/def2-TZVPD.

```
6
Properties=species:S:1:pos:R:3:forces:R:3:mulliken_charge:R:1
H 1.255447 -0.785219 -0.616356 0.64 1.94 1.57 0.340
O -1.583367 -0.242572 0.023570 0.02 0.05 0.25 -0.643
H -1.133371 -0.137130 0.878843 -0.12 0.07 -0.54 0.331
O 1.553524 -0.180182 0.142524 -0.74 -3.14 -0.47 -0.648
H -1.787784 0.646710 -0.290420 0.09 -0.15 0.21 0.312
H 1.695550 0.698395 -0.138161 0.09 1.23 -1.02 0.307
```
Forces are in eV/Å.

## Properties
energy above the lowest of the compared OMol25 structures with the same formula, charge and spin	0.268	eV
lowest unoccupied orbital energy	0.9	eV
SMILES string	O.O
HOMO level	-11.2	eV
gap between HOMO and LUMO	12.0	eV
charge	0

---

[8]
This record from the OMol25 dataset describes a 2-piece molecular cluster, H4O2 overall. The level of theory is wB97M-V/def2-TZVPD.

```
6
Properties=species:S:1:pos:R:3:forces:R:3:mulliken_charge:R:1
O -0.920565 0.016702 1.445847 -0.49 -0.04 0.51 -0.644
H 1.007715 0.577562 -1.313443 0.12 0.26 0.01 0.310
H 0.142875 -0.605678 -1.692753 -0.12 -0.19 -0.21 0.318
H -0.195825 0.476312 1.869787 0.13 0.07 0.08 0.290
O 0.515435 -0.151838 -0.936803 0.11 -0.19 -0.07 -0.656
H -0.549635 -0.313058 0.627367 0.25 0.09 -0.32 0.383
```
Forces are in eV/Å.

## Properties
energy above the lowest of the compared OMol25 structures with the same formula, charge and spin	0.085	eV
lowest unoccupied orbital energy	0.6	eV
SMILES string	O.O
HOMO level	-10.8	eV
gap between HOMO and LUMO	11.4	eV
charge	0

---

[9]
This record from the OMol25 dataset describes a 2-piece molecular cluster, H4O2 overall at a distorted geometry. The level of theory is wB97M-V/def2-TZVPD.

```
6
Properties=species:S:1:pos:R:3:forces:R:3:mulliken_charge:R:1
O -4.818706 -4.221549 9.885104 -0.59 -0.49 0.90 -0.638
O -2.886906 -2.916080 6.794978 -0.23 -0.70 0.89 -0.652
H -4.698785 -5.119615 10.268966 -0.16 0.98 -0.39 0.323
H -3.317900 -2.662866 7.642558 0.42 -0.41 -0.85 0.328
H -2.729967 -3.884102 6.876032 -0.23 1.07 0.00 0.319
H -5.549255 -3.822921 10.410127 0.78 -0.46 -0.55 0.321
```
Forces are in eV/Å.

## Properties
energy above the lowest of the compared OMol25 structures with the same formula, charge and spin	0.183	eV
lowest unoccupied orbital energy	0.7	eV
SMILES string	O.O
HOMO level	-11.2	eV
gap between HOMO and LUMO	11.9	eV
charge	0

---

[10]
This record from the OMol25 dataset describes a 2-piece molecular cluster, H4O2 overall at a distorted geometry. The level of theory is wB97M-V/def2-TZVPD.

```
6
Properties=species:S:1:pos:R:3:forces:R:3:mulliken_charge:R:1
H -1.263688 0.279109 0.463921 0.00 0.37 1.07 0.339
H 1.436955 0.345578 -0.342616 0.17 -0.32 0.17 0.322
H 1.730322 -0.978835 0.437438 0.04 0.04 -0.25 0.328
H -1.447355 -0.036019 -0.901014 -1.15 0.61 0.10 0.305
O 1.484579 -0.055402 0.535474 -0.29 0.29 0.05 -0.653
O -1.940812 0.445568 -0.193203 1.23 -0.99 -1.14 -0.641
```
Forces are in eV/Å.

## Properties
energy above the lowest of the compared OMol25 structures with the same formula, charge and spin	0.242	eV
lowest unoccupied orbital energy	0.5	eV
SMILES string	O.O
HOMO level	-11.5	eV
gap between HOMO and LUMO	12.0	eV
charge	0

---

[11]
This record from the OMol25 dataset describes a 2-piece molecular cluster, H4O2 overall at a distorted geometry. The level of theory is wB97M-V/def2-TZVPD.

```
6
Properties=species:S:1:pos:R:3:forces:R:3:mulliken_charge:R:1
O 1.314407 -0.072315 -0.047975 1.72 0.59 0.87 -0.661
H -1.835401 0.183056 0.786547 0.54 -0.26 -1.48 0.314
H 2.187838 -0.071658 0.418566 -1.00 -0.56 -0.56 0.321
O -1.427659 0.008522 -0.105921 -0.85 0.27 1.61 -0.658
H -0.628351 -0.485550 0.115008 0.14 0.04 -0.14 0.351
H 1.181928 0.884491 -0.088954 -0.55 -0.10 -0.30 0.333
```
Forces are in eV/Å.

## Properties
energy above the lowest of the compared OMol25 structures with the same formula, charge and spin	0.143	eV
lowest unoccupied orbital energy	0.7	eV
SMILES string	O.O
HOMO level	-11.0	eV
gap between HOMO and LUMO	11.8	eV
charge	0

---

[12]
This record from the OMol25 dataset describes a 2-piece molecular cluster, H4O2 overall at a distorted geometry. The level of theory is wB97M-V/def2-TZVPD.

```
6
Properties=species:S:1:pos:R:3:forces:R:3:mulliken_charge:R:1
H -1.390360 0.892562 -0.136619 0.53 2.96 -0.30 0.304
H 1.071888 -0.150351 0.587458 0.16 0.18 -0.49 0.322
O 1.689215 0.166133 -0.095762 0.60 -1.53 -0.03 -0.649
H 2.142529 -0.667587 -0.401857 -0.74 1.38 0.46 0.317
O -1.320512 -0.022593 -0.145723 -0.16 -2.20 0.21 -0.600
H -2.192761 -0.218162 0.192503 -0.38 -0.80 0.15 0.307
```
Forces are in eV/Å.

## Properties
energy above the lowest of the compared OMol25 structures with the same formula, charge and spin	0.280	eV
lowest unoccupied orbital energy	0.9	eV
SMILES string	O.O
HOMO level	-11.1	eV
gap between HOMO and LUMO	12.0	eV
charge	0

---

[13]
This record from the OMol25 dataset describes a 2-piece molecular cluster, H4O2 overall at a distorted geometry. The level of theory is wB97M-V/def2-TZVPD.

```
6
Properties=species:S:1:pos:R:3:forces:R:3:mulliken_charge:R:1
H -1.420417 -0.297039 -0.434171 -0.25 0.01 -0.39 0.304
O -1.761600 -0.248085 -1.341672 -1.06 -0.81 0.43 -0.634
H 2.524440 0.131204 1.540149 -0.90 0.11 -0.71 0.325
O 2.015804 0.787340 1.026587 -0.68 -0.19 -0.42 -0.651
H 1.245898 0.402470 0.525530 1.61 0.09 1.10 0.325
H -2.604124 -0.775890 -1.316423 1.29 0.80 -0.02 0.331
```
Forces are in eV/Å.

## Properties
energy above the lowest of the compared OMol25 structures with the same formula, charge and spin	0.354	eV
lowest unoccupied orbital energy	0.5	eV
SMILES string	O.O
HOMO level	-11.6	eV
gap between HOMO and LUMO	12.1	eV
charge	0

---

[14]
This record from the OMol25 dataset describes a 2-piece molecular cluster, H4O2 overall at a distorted geometry. The level of theory is wB97M-V/def2-TZVPD.

```
6
Properties=species:S:1:pos:R:3:forces:R:3:mulliken_charge:R:1
O 2.249055 -1.406699 6.032548 -1.23 1.06 -1.40 -0.643
H -1.645391 1.953712 -5.874867 0.67 0.45 0.06 0.318
O -2.350837 1.326829 -5.964451 0.95 -3.78 -0.53 -0.653
H 1.551632 -1.111090 5.378736 0.90 -0.89 1.08 0.325
H 2.773662 -0.597232 6.046563 0.33 -0.17 0.32 0.318
H -1.865649 0.393574 -6.095211 -1.62 3.33 0.47 0.336
```
Forces are in eV/Å.

## Properties
energy above the lowest of the compared OMol25 structures with the same formula, charge and spin	0.480	eV
lowest unoccupied orbital energy	1.0	eV
SMILES string	O.O
HOMO level	-11.6	eV
gap between HOMO and LUMO	12.6	eV
charge	0

---

[15]
This record from the OMol25 dataset describes a 2-piece molecular cluster, H4O2 overall at a distorted geometry. The level of theory is wB97M-V/def2-TZVPD.

```
6
Properties=species:S:1:pos:R:3:forces:R:3:mulliken_charge:R:1
H 1.977014 0.540191 0.428292 0.22 0.38 0.26 0.325
H 1.095223 -0.655961 0.179319 0.04 -0.30 -0.05 0.304
H -2.237908 0.417931 -0.584444 0.30 0.24 -0.02 0.316
H -0.890564 0.106455 0.196084 -1.38 -0.03 -0.60 0.313
O 1.846184 -0.179689 -0.183788 -0.22 -0.15 -0.18 -0.631
O -1.789947 -0.228929 -0.035462 1.04 -0.13 0.59 -0.627
```
Forces are in eV/Å.

## Properties
energy above the lowest of the compared OMol25 structures with the same formula, charge and spin	0.268	eV
lowest unoccupied orbital energy	0.6	eV
SMILES string	O.O
HOMO level	-11.8	eV
gap between HOMO and LUMO	12.4	eV
charge	0